# 1
9 unconnected molecules or ions with the total composition C30H60Cl4O17 in a non-equilibrium geometry, computed with wB97M-V/def2-TZVPD.

Results
Molar mass ... 834.605 g mol⁻¹
LUMO ... 0.209 eV

```
111
C30H60Cl4O17 (wB97M-V/def2-TZVPD)
C 23.550 -11.702 9.337
C 24.377 -12.964 9.615
O 23.783 -13.821 10.630
C 22.816 -14.651 10.207
O 22.411 -14.812 9.053
O 22.354 -15.413 11.204
C 23.116 -15.579 12.486
H 23.523 -11.078 10.230
H 22.487 -11.887 9.183
H 23.989 -11.119 8.527
H 25.316 -12.812 10.149
H 24.603 -13.556 8.728
H 23.393 -14.598 12.873
H 24.048 -16.140 12.416
H 22.555 -16.089 13.268
C 14.467 -7.045 8.007
C 15.102 -8.143 7.287
O 16.502 -7.898 7.248
C 17.201 -7.819 6.093
O 16.763 -7.988 4.962
O 18.484 -7.456 6.425
C 19.396 -7.219 5.403
H 14.955 -7.070 8.982
H 13.387 -7.157 8.099
H 14.671 -6.106 7.493
H 14.588 -8.263 6.334
H 14.906 -9.063 7.838
H 19.119 -6.298 4.890
H 19.467 -8.017 4.664
H 20.372 -7.214 5.888
C 9.274 -17.815 4.184
C 9.081 -16.734 5.238
O 7.740 -16.700 5.774
C 7.361 -17.542 6.730
O 7.817 -18.640 7.012
O 6.240 -17.032 7.260
C 5.499 -17.709 8.304
H 10.234 -17.573 3.727
H 8.485 -17.883 3.436
H 9.366 -18.808 4.624
H 9.242 -15.806 4.690
H 9.873 -16.724 5.986
H 5.143 -18.677 7.951
H 4.656 -17.114 8.658
H 6.285 -17.889 9.038
C 24.619 -20.061 6.953
C 23.362 -19.932 6.084
O 22.388 -20.856 6.468
C 22.391 -22.071 5.921
C 21.217 -22.963 6.336
O 23.328 -22.601 5.298
H 25.489 -19.552 6.538
H 24.884 -21.101 7.138
H 24.331 -19.663 7.926
H 22.870 -18.959 6.086
H 23.553 -19.978 5.012
H 20.410 -22.515 6.915
H 21.661 -23.628 7.076
H 20.895 -23.485 5.435
C 12.161 -16.906 12.436
C 11.316 -17.049 11.161
O 10.705 -15.827 10.822
C 11.440 -14.943 10.081
C 10.672 -13.654 9.857
O 12.517 -15.097 9.586
H 12.402 -17.834 12.954
H 11.725 -16.332 13.254
H 13.077 -16.385 12.155
H 11.872 -17.502 10.340
H 10.596 -17.836 11.385
H 10.824 -13.259 8.852
H 11.075 -12.876 10.505
H 9.602 -13.650 10.066
C 11.596 -13.824 -1.457
C 12.368 -14.419 -2.576
O 13.367 -15.275 -2.094
C 13.124 -16.460 -1.537
C 14.260 -17.109 -0.815
O 12.103 -17.099 -1.546
H 11.058 -14.594 -0.903
H 10.789 -13.250 -1.913
H 12.303 -13.267 -0.842
H 11.638 -15.012 -3.127
H 12.869 -13.650 -3.165
H 14.528 -18.136 -1.064
H 14.186 -16.876 0.247
H 15.193 -16.615 -1.086
C 20.271 -14.537 3.375
C 19.387 -13.461 3.925
O 18.025 -13.693 3.531
C 17.043 -13.788 4.377
C 15.631 -14.065 3.843
O 17.191 -13.726 5.590
H 19.995 -14.928 2.396
H 20.254 -15.359 4.091
H 21.273 -14.110 3.318
H 19.610 -13.313 4.982
H 19.733 -12.534 3.468
H 14.818 -13.742 4.493
H 15.578 -15.153 3.858
H 15.470 -13.637 2.853
Cl 16.918 -18.745 6.503
C 17.438 -18.085 8.044
Cl 17.369 -19.495 9.166
H 18.448 -17.708 7.881
H 16.753 -17.301 8.368
Cl 16.423 -10.478 -1.441
C 15.652 -9.365 -0.285
Cl 14.130 -8.613 -0.788
H 15.470 -9.943 0.621
H 16.318 -8.535 -0.049
```

Results of the Mulliken charge analysis, in e, for atoms 1 through 8:
1. C -1.022
2. C -0.293
3. O -0.351
4. C 0.776
5. O -0.593
6. O -0.310
7. C -0.627
8. H 0.311

***

# 2
13 unconnected molecules or ions with the total composition C30H60Cl6F6O27P in a non-equilibrium geometry, computed with wB97M-V/def2-TZVPD.

Results
Molar mass ... 1210.463 g mol⁻¹
LUMO ... 1.613 eV
Net charge ... -1

```
130
C30H60Cl6F6O27P (wB97M-V/def2-TZVPD)
P 0.169 -0.555 1.838
F 0.090 -1.842 0.845
F -0.677 0.273 0.737
F -1.187 -1.059 2.540
F 0.242 0.766 2.772
F 1.000 -1.422 3.006
F 1.574 -0.098 1.104
C -2.498 10.558 -5.722
O -1.498 9.919 -4.985
C -1.526 8.577 -4.997
O -2.008 7.952 -5.983
O -1.045 8.177 -3.845
C -1.203 6.810 -3.502
H -2.259 10.373 -6.769
H -2.502 11.598 -5.397
H -3.483 10.128 -5.542
H -2.279 6.660 -3.410
H -0.772 6.497 -2.551
H -0.834 6.115 -4.257
C -4.793 -0.471 -4.625
O -6.179 0.067 -4.549
C -7.190 -0.804 -4.848
O -7.016 -1.916 -5.346
O -8.379 -0.313 -4.554
C -9.478 -1.134 -4.852
H -4.729 -0.928 -5.612
H -4.572 -1.205 -3.851
H -4.089 0.349 -4.483
H -9.383 -2.059 -4.284
H -9.518 -1.254 -5.935
H -10.378 -0.639 -4.487
C 5.671 3.288 10.697
O 4.479 2.607 10.396
C 3.515 2.281 11.274
O 3.471 2.561 12.494
O 2.468 1.604 10.679
C 2.361 1.214 9.326
H 6.414 3.101 9.922
H 6.007 2.791 11.607
H 5.404 4.342 10.774
H 3.145 0.543 8.975
H 2.382 2.090 8.678
H 1.384 0.768 9.143
C -10.384 7.717 1.621
O -9.065 7.281 1.826
C -8.671 6.142 1.384
O -9.312 5.406 0.613
O -7.386 5.979 1.806
C -6.741 4.733 1.466
H -10.540 8.044 0.593
H -10.785 8.519 2.240
H -11.097 6.921 1.837
H -5.705 4.725 1.804
H -6.812 4.566 0.391
H -7.053 3.814 1.961
C -1.172 -4.552 -8.999
O -0.290 -4.950 -7.940
C 1.092 -4.846 -8.092
O 1.674 -4.614 -9.112
O 1.757 -5.121 -6.955
C 1.097 -5.413 -5.700
H -0.760 -3.771 -9.638
H -2.086 -4.241 -8.492
H -1.336 -5.377 -9.693
H 0.464 -6.289 -5.841
H 0.486 -4.558 -5.412
H 1.777 -5.617 -4.873
C -5.443 -12.885 -2.259
O -5.462 -11.512 -1.745
C -4.718 -10.602 -2.304
O -3.832 -10.802 -3.150
O -5.059 -9.451 -1.719
C -4.565 -8.198 -2.123
H -5.560 -12.851 -3.343
H -6.226 -13.455 -1.759
H -4.487 -13.312 -1.957
H -5.394 -7.491 -2.140
H -4.125 -8.230 -3.120
H -3.857 -7.861 -1.365
C 7.760 0.809 2.962
O 8.773 1.103 1.993
C 9.480 2.273 2.025
O 9.527 2.997 3.015
O 9.990 2.483 0.782
C 10.925 3.426 0.537
H 7.251 1.722 3.272
H 8.271 0.407 3.837
H 7.005 0.107 2.608
H 11.955 3.143 0.751
H 10.699 4.390 0.991
H 10.937 3.702 -0.518
C 4.809 -7.640 1.688
O 4.604 -8.974 2.075
C 4.280 -9.903 1.159
O 4.132 -9.681 -0.066
O 4.204 -11.077 1.722
C 4.665 -11.458 2.999
H 4.042 -7.296 0.993
H 5.797 -7.645 1.228
H 4.756 -6.984 2.557
H 4.465 -10.748 3.801
H 5.719 -11.732 3.037
H 4.104 -12.329 3.339
C 5.576 9.218 -5.013
O 5.546 8.156 -4.149
C 5.638 6.920 -4.507
O 5.641 6.478 -5.647
O 5.672 6.198 -3.370
C 5.551 4.764 -3.385
H 6.113 8.944 -5.921
H 6.074 10.074 -4.557
H 4.617 9.487 -5.454
H 5.874 4.427 -2.400
H 6.162 4.332 -4.177
H 4.494 4.526 -3.499
C -1.517 -6.884 4.215
Cl -1.792 -8.507 3.531
Cl -1.930 -6.753 5.913
H -0.462 -6.683 4.031
H -2.176 -6.256 3.615
C 4.332 5.886 4.415
Cl 4.813 6.783 5.891
Cl 3.320 6.814 3.275
H 5.289 5.523 4.038
H 3.760 5.031 4.774
C -5.845 1.076 7.833
Cl -7.481 1.708 7.599
Cl -4.803 2.454 8.081
H -5.928 0.587 8.804
H -5.417 0.447 7.053
```

Results of the Mulliken charge analysis, in e, for atoms 1 through 8:
1. P 1.155
2. F -0.357
3. F -0.354
4. F -0.347
5. F -0.349
6. F -0.382
7. F -0.366
8. C -0.639

***

# 3
A molecular structure, C30H60N3O3 in a non-equilibrium geometry, computed with wB97M-V/def2-TZVPD.

Results
Molar mass ... 510.828 g mol⁻¹
LUMO ... -6.179 eV
Net charge ... +3

```
96
C30H60N3O3 (wB97M-V/def2-TZVPD)
C 5.295 0.780 2.416
C 4.523 1.226 1.171
H 3.754 1.995 1.526
H 3.924 0.340 0.704
N 5.100 1.776 -0.085
C 4.003 2.253 -0.902
H 3.233 2.843 -0.282
H 4.541 2.961 -1.834
C 3.253 1.223 -1.758
H 3.015 1.521 -2.649
H 3.899 0.539 -1.822
O 2.099 0.767 -1.052
C 1.030 1.171 -1.080
C 0.861 2.720 -1.444
C -0.407 3.229 -1.538
C -1.540 2.576 -0.695
C -1.293 1.161 -0.260
C -0.123 0.625 -0.317
O 0.245 -0.484 0.044
C -0.669 -1.588 -0.340
C -0.452 -2.938 0.226
N 0.730 -3.596 0.188
C 0.794 -4.810 0.947
C 1.952 -5.786 0.996
H 2.164 -6.094 -0.406
H 1.920 -6.643 1.493
H 2.939 -5.531 1.144
H 0.690 -4.439 1.889
H -0.163 -5.527 0.707
C 0.982 -4.110 -1.343
C -0.214 -4.737 -2.041
H -0.023 -5.094 -3.157
H -1.120 -4.240 -1.960
H -0.403 -5.928 -1.516
H 1.056 -3.219 -1.984
H 1.896 -4.464 -1.490
C 2.078 -2.850 0.170
C 2.211 -2.414 2.061
H 3.147 -1.875 1.901
H 2.124 -3.147 2.575
H 1.516 -1.815 2.258
H 2.788 -3.355 0.269
H 1.886 -1.997 -0.239
H -1.293 -3.743 0.149
H -0.513 -2.621 1.306
H -1.547 -1.457 -0.371
H -0.331 -1.845 -1.484
O -2.242 0.487 0.311
C -3.368 1.479 0.800
C -4.703 1.814 0.019
H -4.781 2.855 0.031
H -4.226 1.625 -1.112
N -5.663 1.061 0.063
C -5.569 -0.558 0.132
C -4.957 -1.019 -1.181
H -5.680 -0.617 -1.926
H -4.102 -0.620 -1.558
H -5.080 -2.029 -1.198
H -4.928 -0.684 0.852
H -6.449 -0.974 0.502
C -6.361 1.171 1.442
C -6.687 2.680 1.974
H -7.101 2.700 2.824
H -7.635 3.099 1.338
H -5.830 3.209 1.935
H -7.300 0.581 1.636
H -5.716 0.744 2.319
C -6.739 1.622 -0.770
C -8.320 0.798 -0.829
H -8.687 1.398 -1.311
H -8.680 1.204 0.126
H -8.099 -0.210 -0.988
H -6.968 2.568 -0.790
H -6.316 1.575 -2.030
H -3.648 0.618 1.714
H -2.858 2.324 1.234
H -2.483 3.206 -0.819
H -0.499 4.254 -1.860
H 1.863 3.238 -2.139
C 5.764 3.153 0.670
C 4.796 4.186 1.409
H 5.589 4.926 1.588
H 4.449 3.716 2.464
H 4.088 4.461 0.864
H 6.790 3.017 1.067
H 6.111 3.858 -0.355
C 6.180 1.151 -0.580
C 6.759 1.211 -1.895
H 7.530 0.705 -1.879
H 5.921 1.497 -2.609
H 7.375 2.368 -1.594
H 5.699 -0.015 -0.580
H 6.942 0.926 0.269
H 5.932 0.052 2.123
H 4.758 0.225 3.318
H 5.571 1.603 2.886
```

Results of the Mulliken charge analysis, in e, for atoms 1 through 8:
1. C -1.821
2. C 0.113
3. H 0.364
4. H -0.108
5. N 0.915
6. C -0.216
7. H 0.470
8. H 0.304

***

# 4
9 unconnected molecules or ions with the total composition C30H60O12 in a non-equilibrium geometry, computed with wB97M-V/def2-TZVPD.

Results
Molar mass ... 612.798 g mol⁻¹
LUMO ... -0.574 eV

```
102
C30H60O12 (wB97M-V/def2-TZVPD)
C 0.198 2.265 2.964
C 0.331 3.447 1.989
O -0.495 4.526 2.240
C -0.408 5.599 1.469
C -1.375 6.630 1.985
O 0.303 5.662 0.513
H 0.977 1.466 3.144
H -0.671 1.887 2.512
H 0.027 2.811 4.038
H 1.327 3.916 2.160
H 0.100 3.218 1.034
H -1.922 6.470 2.694
H -1.832 6.957 1.082
H -0.653 7.458 2.420
C -0.094 -2.465 -5.149
C -0.019 -1.114 -4.790
O 1.327 -0.763 -4.620
C 1.708 0.414 -3.955
C 3.100 0.376 -3.605
O 0.937 1.318 -3.813
H -1.078 -2.719 -5.589
H -0.175 -3.035 -4.278
H 0.683 -3.009 -5.707
H -0.237 -0.455 -5.710
H -0.667 -0.784 -3.944
H 3.715 0.297 -4.465
H 3.429 -0.635 -3.102
H 3.199 1.214 -3.033
C -5.071 -0.829 1.418
C -3.681 -1.243 0.826
O -3.250 -2.572 1.391
C -2.471 -3.296 0.555
C -2.331 -4.724 1.169
O -1.892 -2.971 -0.454
H -5.471 -0.011 0.877
H -5.073 -0.760 2.518
H -5.729 -1.432 1.143
H -3.816 -1.165 -0.199
H -2.983 -0.536 1.110
H -2.413 -5.566 0.511
H -3.301 -5.022 1.651
H -1.757 -4.694 2.190
C -0.927 0.047 3.206
C -1.468 -1.285 3.752
C -2.536 -1.241 4.803
O -0.855 -2.416 3.547
H -0.465 0.610 4.058
H -1.744 0.584 2.838
H -0.159 -0.145 2.377
H -2.915 -2.327 5.211
H -3.419 -1.003 4.166
H -2.447 -0.547 5.642
C 3.859 -1.212 5.555
C 3.803 -1.706 4.100
C 2.627 -1.185 3.335
O 4.767 -2.524 3.756
H 2.903 -1.509 6.155
H 4.013 0.029 5.589
H 4.562 -1.790 5.887
H 1.606 -1.719 3.649
H 2.925 -0.945 2.241
H 2.500 -0.189 3.650
C -2.398 2.782 -0.511
C -2.419 1.281 -0.828
C -2.287 0.758 -2.220
O -2.589 0.355 0.197
H -3.190 3.241 -1.174
H -1.528 3.256 -0.868
H -2.704 3.234 0.583
H -3.218 1.206 -2.778
H -2.275 -0.259 -2.153
H -1.560 1.259 -2.761
C 3.211 2.752 -4.418
C 2.428 3.731 -3.600
C 1.545 3.318 -2.354
O 2.632 5.034 -3.844
H 2.489 1.996 -4.323
H 4.110 2.668 -3.901
H 3.192 3.211 -5.488
H 2.379 2.874 -1.730
H 0.899 2.734 -2.815
H 1.058 4.089 -1.637
C 0.218 -0.720 -0.888
C 1.452 0.059 -0.617
C 1.238 1.352 0.196
O 2.557 -0.487 -0.758
H -0.623 -0.117 -0.585
H 0.269 -1.642 -0.439
H -0.010 -0.844 -1.909
H 1.973 2.046 -0.122
H 1.309 0.997 1.279
H 0.340 1.907 -0.023
C 2.159 -3.901 -1.966
C 1.598 -5.310 -1.856
C 0.308 -5.433 -1.089
O 2.077 -6.318 -2.435
H 1.213 -3.245 -2.204
H 2.590 -3.951 -2.759
H 2.613 -3.409 -1.043
H 0.252 -4.994 -0.218
H 0.091 -6.312 -0.818
H -0.488 -4.807 -1.787
```

Results of the Mulliken charge analysis, in e, for atoms 1 through 8:
1. C -0.732
2. C 0.719
3. O -0.394
4. C 0.813
5. C -1.411
6. O -0.527
7. H 0.273
8. H 0.404